one) 22
Properties=species:S:1:pos:R:3 method="wB97M-V/def2-TZVPD" homo_energy_ev="-6.089 / -5.980" homo_lumo_gap_ha="0.251 / 0.247" lumo_energy_ev="0.7350 / 0.7361" mol_weight_g_mol=114.192
N 2.136 0.152 0.695
N 0.134 -1.964 -0.268
C -1.969 0.126 -0.705
C 0.110 -0.658 -0.022
C -0.014 1.995 0.320
C -2.892 -0.114 0.458
C 3.027 -0.339 -0.329
C -0.022 0.569 0.004
H -1.942 -0.672 -1.442
H 2.920 0.272 -1.232
H -2.775 0.654 1.228
H 0.148 2.574 -0.592
H 0.259 -2.593 0.511
H 2.188 -0.469 1.504
H 0.807 2.197 1.004
H -2.089 1.091 -1.192
H -0.971 2.300 0.748
H -3.947 -0.108 0.155
H -2.698 -1.082 0.926
H 0.638 -2.254 -1.096
H 4.087 -0.279 -0.030
H 2.867 -1.396 -0.645


two) 22
Properties=species:S:1:pos:R:3 method="wB97M-V/def2-TZVPD" homo_energy_ev=-7.653 homo_lumo_gap_ha=0.318 lumo_energy_ev=1.0028 smiles="C=C(C[C@@H](C)N)NC" mol_weight_g_mol=114.192
N 1.775 0.935 -0.591
N -1.554 0.816 0.950
C 0.919 -0.163 -0.860
C 1.181 2.038 0.116
C -1.247 -0.534 0.489
C -2.094 -1.583 1.170
C 1.160 -0.792 -2.071
C 0.295 -0.839 0.330
H 0.804 -1.836 -2.009
H 0.134 1.932 0.428
H -2.493 1.081 0.837
H -1.148 0.872 1.961
H 0.808 -0.714 1.263
H -1.547 -0.417 -0.651
H 0.533 -2.002 0.187
H -1.545 -2.530 1.538
H -2.476 -1.092 2.055
H 1.389 2.806 -0.594
H 2.393 1.211 -1.296
H 1.657 2.060 1.198
H -2.854 -2.033 0.468
H 1.508 -0.369 -2.939


Of them, the most stable is two) and the least stable is one).


one) 22
Properties=species:S:1:pos:R:3 method="wB97M-V/def2-TZVPD" homo_energy_ev=-7.101 homo_lumo_gap_ha=0.294 lumo_energy_ev=0.9050 mol_weight_g_mol=114.192
N -2.052 0.486 0.113
N -0.924 -0.009 -0.140
C -0.794 -1.556 -0.414
C -3.364 -0.304 0.243
C 3.153 -0.870 0.660
C 2.922 0.426 0.413
C 2.924 0.936 -0.963
C -2.293 1.815 0.478
H -3.208 2.168 0.760
H 0.275 -1.791 -0.250
H -1.260 -1.621 -1.411
H 3.455 -1.608 -0.039
H -1.415 -2.068 0.320
H 1.931 1.193 -1.214
H 3.662 1.775 -1.109
H -3.255 -1.219 -0.279
H -1.428 2.398 0.584
H -4.003 0.444 -0.333
H 2.796 1.117 1.213
H -3.482 -0.531 1.303
H 3.084 -1.339 1.705
H 3.274 0.158 -1.641


two) 22
Properties=species:S:1:pos:R:3 method="wB97M-V/def2-TZVPD" homo_energy_ev="-7.154 / -7.370" homo_lumo_gap_ha="0.292 / 0.299" lumo_energy_ev="0.7861 / 0.7794" mol_weight_g_mol=114.192
N -2.413 1.234 0.228
N 0.940 1.055 0.494
C 0.479 -0.400 -1.485
C 1.270 2.109 -0.347
C -2.198 -1.140 0.961
C 2.376 -0.906 0.198
C -2.911 0.099 0.489
C 1.283 -0.009 -0.282
H 1.023 1.053 1.510
H 3.359 -0.437 0.061
H 0.540 2.872 -0.586
H -1.399 1.232 0.375
H 2.274 -1.085 1.278
H -2.354 -1.958 0.251
H -0.348 0.290 -1.646
H -2.608 -1.470 1.920
H 0.078 -1.416 -1.350
H -1.126 -0.970 1.069
H 2.261 2.145 -0.775
H 2.390 -1.866 -0.321
H -3.992 -0.009 0.359
H 1.077 -0.423 -2.401


Of them, the most stable is two) and the least stable is one).


one) 22
Properties=species:S:1:pos:R:3 method="wB97M-V/def2-TZVPD" homo_energy_ev=-8.647 homo_lumo_gap_ha=0.353 lumo_energy_ev=0.9608 smiles="C/C(N)=C/CCCN" mol_weight_g_mol=114.192
N 0.847 0.824 -2.626
N -2.654 0.221 2.176
C 1.459 0.372 -1.357
C -1.050 -1.153 0.881
C 2.955 0.272 -1.585
C -0.689 -0.059 -0.155
C -1.430 -0.566 2.244
C 0.807 0.129 -0.232
H -1.874 -1.770 0.510
H -1.104 0.864 0.271
H 3.208 -0.395 -2.407
H -3.023 0.274 1.232
H -1.252 -0.271 -1.060
H -2.595 1.165 2.547
H -0.259 -1.892 1.030
H -0.582 -0.051 2.705
H 3.418 -0.062 -0.657
H 3.331 1.240 -1.924
H -0.096 0.455 -2.670
H -1.636 -1.382 2.950
H 0.814 1.827 -2.527
H 1.405 -0.042 0.654


two) 22
Properties=species:S:1:pos:R:3 method="wB97M-V/def2-TZVPD" homo_energy_ev="-5.821 / -5.823" homo_lumo_gap_ha="0.241 / 0.241" lumo_energy_ev="0.7283 / 0.7282" mol_weight_g_mol=114.192
N 0.262 1.968 -0.720
N -1.143 -0.421 0.294
C 1.818 -0.274 0.459
C 2.626 -0.051 -0.779
C 0.606 -0.438 -0.393
C 0.073 0.694 -1.084
C -1.432 0.264 1.519
C -2.070 -1.450 -0.086
H -0.120 2.719 -1.266
H 1.768 0.561 1.163
H -2.458 0.668 1.541
H -2.113 -2.276 0.647
H -1.316 -0.381 2.407
H -3.098 -1.072 -0.205
H 0.933 2.208 -0.010
H -0.522 0.538 -1.972
H 2.936 0.949 -1.046
H -1.771 -1.887 -1.045
H 3.188 -0.876 -1.192
H 0.537 -1.382 -0.910
H 2.050 -1.172 1.031
H -0.751 1.111 1.646


Of them, the most stable is one) and the least stable is two).


one) 22
Properties=species:S:1:pos:R:3 method="wB97M-V/def2-TZVPD" homo_energy_ev=-8.704 homo_lumo_gap_ha=0.359 lumo_energy_ev=1.0569 smiles="C=CC[C@H](C)NCN" mol_weight_g_mol=114.192
N -3.270 -0.115 -0.855
N -1.192 -0.019 0.297
C 0.371 -1.906 0.391
C 0.227 -0.391 0.475
C 1.248 0.310 -0.430
C 1.732 1.634 0.089
C -1.804 -0.457 -0.949
C 2.402 1.833 1.222
H -1.332 0.958 0.521
H -1.672 -1.529 -1.010
H 2.558 0.973 1.863
H -0.484 -2.490 0.746
H -3.357 0.673 -1.476
H -1.503 0.042 -1.878
H 1.537 2.502 -0.537
H 1.173 -2.359 0.984
H 0.515 -0.159 1.507
H 0.494 -2.275 -0.636
H 2.882 2.732 1.577
H 2.059 -0.415 -0.549
H 0.942 0.462 -1.471
H -3.529 -0.003 0.119


two) 22
Properties=species:S:1:pos:R:3 method="wB97M-V/def2-TZVPD" homo_energy_ev=-8.870 homo_lumo_gap_ha=0.366 lumo_energy_ev=1.0913 smiles="C=CN=C.CCNC" mol_weight_g_mol=114.192
N 2.667 -1.451 -0.819
N -1.252 2.148 0.837
C -0.283 2.272 1.924
C 2.943 -2.478 -1.491
C 0.266 -1.394 -0.977
C -2.706 0.618 -0.423
C -1.966 0.874 0.883
C 1.377 -1.353 -0.263
H -3.110 -0.388 -0.492
H -1.207 0.111 1.080
H 0.176 3.259 1.895
H -1.924 2.900 0.949
H 0.282 -1.500 -2.055
H 3.918 -2.573 -1.966
H 1.379 -1.109 0.791
H 0.480 1.503 1.814
H 2.250 -3.316 -1.627
H -2.677 0.813 1.720
H -2.037 0.818 -1.265
H -0.719 -1.307 -0.542
H -3.516 1.348 -0.524
H -0.729 2.141 2.923


three) 22
Properties=species:S:1:pos:R:3 method="wB97M-V/def2-TZVPD" homo_energy_ev=-8.976 homo_lumo_gap_ha=0.372 lumo_energy_ev=1.1331 smiles=CNC[C@H]1CCCN1 mol_weight_g_mol=114.192
N 0.637 1.204 -1.039
N -1.894 -0.267 1.220
C -3.145 -1.014 0.970
C -1.154 -0.081 -0.088
C 0.269 0.479 0.257
C 1.405 -0.566 0.299
C 2.554 -0.109 -0.640
C 2.057 1.347 -1.079
H 0.215 2.100 -1.057
H 3.521 0.013 -0.128
H 0.211 1.114 1.173
H 2.670 -0.688 -1.525
H -3.112 -2.062 0.675
H 2.553 2.071 -0.441
H 1.721 -0.846 1.311
H 2.527 1.732 -2.133
H -1.831 0.656 -0.645
H -3.961 -0.902 1.739
H -1.153 -1.011 -0.742
H -3.703 -0.642 0.121
H 1.045 -1.564 -0.044
H -1.433 -0.964 1.795


Of them, the most stable is one) and the least stable is two).


one) 48
Properties=species:S:1:pos:R:3 method="wB97M-V/def2-TZVPD" homo_energy_ev=-9.441 homo_lumo_gap_ha=0.371 lumo_energy_ev=0.6513 smiles="Cc1ccc(S(=O)(=O)C2(C(=O)N[C@H]3CCCC[C@H]3C)CC2)cc1" mol_weight_g_mol=335.469
S 0.728 2.034 -0.201
O 2.554 -1.433 -0.169
O 0.196 2.099 1.145
O 1.127 3.276 -0.805
N 0.902 -0.606 1.144
C -1.951 -1.778 1.842
C -3.504 -0.612 -3.646
C -1.827 1.209 -0.782
C -0.687 -2.442 3.940
C -0.752 -2.398 -0.302
C -0.520 1.252 -1.229
C -2.057 -2.114 3.337
C 0.396 -1.572 3.312
C -1.141 0.102 -3.224
C 1.891 -0.501 0.245
C 3.177 1.187 -1.260
C -2.464 0.040 -2.791
C 2.143 0.911 -0.210
C 3.446 1.576 0.152
C 0.550 -1.847 1.806
C -2.796 0.604 -1.564
C -0.168 0.707 -2.450
C -0.738 -2.467 1.221
H -0.874 -0.333 -4.175
H -1.850 -0.700 1.701
H -1.576 -2.989 -0.697
H 0.123 -0.524 3.452
H -0.711 -2.276 5.018
H 2.963 1.978 -1.963
H 1.381 -2.535 1.614
H 1.350 -1.732 3.817
H 0.856 0.749 -2.784
H -2.861 -2.089 1.326
H -3.817 0.565 -1.215
H -0.443 -3.493 3.778
H -2.722 -2.968 3.482
H -2.064 1.646 0.175
H -4.414 -0.798 -3.082
H 0.180 -2.786 -0.705
H 0.435 0.241 1.449
H 3.391 2.623 0.409
H 3.689 0.325 -1.663
H -0.874 -1.374 -0.643
H -2.496 -1.267 3.866
H -0.754 -3.523 1.507
H 4.154 1.000 0.729
H -3.135 -1.555 -4.044
H -3.749 0.032 -4.490


two) 48
Properties=species:S:1:pos:R:3 method="wB97M-V/def2-TZVPD" homo_energy_ev=-9.061 homo_lumo_gap_ha=0.354 lumo_energy_ev=0.5618 smiles="Cc1ccc(S(=O)(=O)NCC[C@@]2(C)[C@H]3CC[C@]2(C)C(=O)C3)cc1" mol_weight_g_mol=335.469
S -1.741 1.101 -0.582
O -0.991 0.290 -1.500
O -1.845 2.512 -0.829
O 5.934 -0.381 -0.327
N -1.139 0.889 0.977
C 4.738 -0.491 -0.288
C 4.250 1.982 0.138
C -3.573 -0.930 -0.654
C 2.246 -0.688 -1.705
C -4.403 1.214 0.053
C 0.066 0.094 1.106
C -7.244 -1.277 0.203
C 1.304 0.841 0.606
C 3.938 -1.780 -0.298
C 3.145 0.562 -1.712
C 2.495 -1.272 -0.310
C 3.014 -0.305 2.016
C -3.372 0.410 -0.392
C 3.708 0.629 -0.269
C -5.886 -0.687 -0.018
C -4.832 -1.475 -0.467
C -5.658 0.663 0.238
C 2.579 -0.010 0.577
H 4.191 -2.381 -1.172
H -7.396 -1.468 1.266
H 0.167 -0.199 2.154
H 3.496 2.755 0.012
H -1.064 1.791 1.425
H 4.572 1.966 1.177
H 2.409 -1.104 2.439
H -6.473 1.283 0.581
H -8.021 -0.590 -0.125
H 1.063 1.216 -0.387
H 1.475 1.707 1.252
H -4.999 -2.522 -0.674
H -7.354 -2.217 -0.330
H 3.957 0.485 -2.436
H 2.523 -1.396 -2.486
H 1.768 -2.022 -0.003
H 1.197 -0.433 -1.845
H 5.112 2.229 -0.479
H 4.058 -0.602 2.068
H 4.172 -2.377 0.584
H -0.104 -0.796 0.501
H 2.586 1.468 -1.942
H 2.892 0.579 2.638
H -2.747 -1.520 -1.015
H -4.210 2.259 0.231


Of them, the most stable is two) and the least stable is one).


one) 8
Properties=species:S:1:pos:R:3 method="wB97M-V/def2-TZVPD" homo_energy_ev=-10.280 homo_lumo_gap_ha=0.417 lumo_energy_ev=1.0652 smiles="[H]/N=C/CCl" mol_weight_g_mol=77.514
Cl -1.115 2.064 -0.188
N 0.394 -1.483 -0.378
C -0.282 -0.586 0.155
C 0.282 0.963 -0.137
H 1.023 0.928 -1.006
H 0.884 1.311 0.815
H -0.004 -2.369 -0.076
H -1.181 -0.829 0.815


two) 8
Properties=species:S:1:pos:R:3 method="wB97M-V/def2-TZVPD" homo_energy_ev=-10.044 homo_lumo_gap_ha=0.402 lumo_energy_ev=0.8920 smiles="C/C=N/Cl" mol_weight_g_mol=77.514
Cl 0.615 2.853 0.544
N -0.037 1.540 -0.338
C -0.254 -1.105 -0.308
C 0.105 0.371 0.197
H -1.372 -1.063 -0.102
H 0.645 0.427 1.089
H -0.066 -1.309 -1.393
H 0.364 -1.714 0.311


three) 8
Properties=species:S:1:pos:R:3 method="wB97M-V/def2-TZVPD" homo_energy_ev=-8.992 homo_lumo_gap_ha=0.288 lumo_energy_ev=-1.1673 mol_weight_g_mol=77.514
Cl -0.882 -2.308 0.425
N -0.082 0.728 -0.542
C -0.709 0.026 -1.201
C 0.571 0.487 0.666
H -1.101 -0.140 -2.178
H 1.374 -0.148 0.351
H -0.104 -0.089 1.445
H 0.932 1.444 1.034


Of them, the most stable is one) and the least stable is three).